Entry 1:
DFT (wB97M-V/def2-TZVPD) results for a 2-piece molecular cluster, H6NS2 overall in a non-equilibrium geometry.

Values from the calculation:
Total charge ... +1

Atoms and positions in Å:
1 H 0.428 -0.013 0.651
2 H -1.580 -2.043 -0.492
3 H 1.859 0.077 -0.188
4 H 1.827 -0.175 1.491
5 S -1.390 0.305 -1.689
6 N 1.427 0.338 0.694
7 H -2.515 0.996 -1.450
8 S -1.482 -0.815 0.043
9 H 1.426 1.330 0.940

Atomic partial charges in e from the natural (NBO) method, atoms 1 to 5: 0.445, 0.177, 0.458, 0.450, -0.105

=====

Entry 2:
DFT (wB97M-V/def2-TZVPD) results for C33H31BaBrN3O6 as an isolated structure in a non-equilibrium geometry.

Values from the calculation:
Total charge ... -1

Atoms and positions in Å:
1 H 5.172 -0.232 0.925
2 C 1.733 3.369 0.068
3 C -2.132 1.282 1.811
4 C 1.860 -0.638 1.578
5 H -3.052 -5.074 3.488
6 H -4.241 -2.925 6.994
7 H -4.029 -5.060 5.762
8 C -0.727 3.737 -0.503
9 C -3.712 -4.134 5.301
10 H 0.651 3.478 1.961
11 H 2.774 -2.028 -2.611
12 C -2.655 -0.014 2.295
13 C 2.742 4.216 -0.713
14 C -0.056 -1.975 -4.221
15 C -2.895 -1.747 4.111
16 H -2.896 1.985 1.480
17 H -3.051 3.102 -4.011
18 C 0.549 2.240 -1.840
19 H -2.312 -2.968 2.449
20 C -3.415 -1.752 5.405
21 H 0.629 0.392 0.167
22 C -2.435 -0.484 3.515
23 H 2.195 2.390 0.246
24 H 3.657 4.363 -0.135
25 H 1.144 5.044 1.320
26 N 0.803 -1.920 -3.185
27 H -2.783 3.966 -1.056
28 C 1.953 -1.606 2.591
29 H 5.321 -1.902 2.753
30 H 1.483 1.733 -2.067
31 H 0.928 1.609 2.144
32 N 0.147 0.962 2.142
33 N -0.948 1.747 1.795
34 H -0.498 1.251 -3.435
35 C 1.698 -2.320 -5.806
36 C 3.026 -0.167 0.991
37 H -3.497 -0.818 5.947
38 Br -3.856 -0.840 1.053
39 H 2.347 3.985 2.044
40 Ba -1.168 -1.231 -1.208
41 H -3.917 2.433 -2.634
42 C 2.203 -2.536 -7.259
43 C 4.354 -1.546 2.421
44 H 2.318 5.198 -0.935
45 O 0.850 -2.126 3.168
46 H -1.788 0.144 4.122
47 C -2.763 -2.956 3.432
48 C 1.448 3.999 1.426
49 C -1.790 2.588 -2.355
50 C 0.497 -0.118 1.164
51 C 2.586 -2.277 -4.739
52 H -0.353 -2.198 -6.355
53 H -0.825 4.410 0.338
54 C 0.344 -2.159 -5.529
55 H 3.250 -2.793 3.793
56 O -0.451 -1.096 1.125
57 C -3.170 -4.142 4.025
58 H 3.642 -2.395 -4.945
59 O -2.019 -0.651 -3.927
60 C 0.491 3.123 -0.765
61 H 2.949 0.557 0.184
62 H 0.099 -1.865 2.571
63 C 3.205 -2.047 3.011
64 C -1.842 3.477 -1.287
65 H -2.968 1.373 -3.692
66 C 2.101 -2.075 -3.462
67 O -2.011 -2.693 -3.069
68 C 4.276 -0.608 1.400
69 C -3.831 -2.936 5.992
70 O 1.302 -2.769 -8.083
71 C -2.999 2.352 -3.219
72 H 3.011 3.749 -1.661
73 C -1.526 -1.788 -3.817
74 C -0.568 1.963 -2.617
75 O 3.441 -2.610 -7.362

Atomic partial charges in e from the Mulliken method, atoms 1 to 5: 0.441, 1.939, -0.793, 0.027, 0.392

=====

Entry 3:
DFT (wB97M-V/def2-TZVPD) results for C5H9ClO4S as an isolated structure in a non-equilibrium geometry.

Atoms and positions in Å:
1 H -1.579 -0.163 -0.484
2 C -0.183 1.194 -1.274
3 O 2.955 -1.136 1.653
4 H -1.410 0.852 -3.018
5 H 0.789 1.141 -1.756
6 C -0.525 -0.205 -0.758
7 S 1.741 -1.808 1.889
8 O 0.871 -1.914 0.528
9 H -2.099 1.987 -1.820
10 H 1.222 0.057 0.361
11 O 0.738 -0.829 2.684
12 H -0.803 0.496 1.949
13 H -0.790 2.522 -2.812
14 H -1.067 -1.244 1.912
15 C 0.335 -0.572 0.446
16 C -0.325 -0.457 1.779
17 C -1.194 1.647 -2.313
18 O 1.905 -3.040 2.543
19 Cl -0.169 2.404 0.045
20 H -0.411 -0.934 -1.556

Atomic partial charges in e from the natural (NBO) method, atoms 1 to 5: 0.212, -0.170, -0.922, 0.218, 0.214

=====

Entry 4:
DFT (wB97M-V/def2-TZVPD) results for C41H52CdN2O2P2S2 as an isolated structure.

Atoms and positions in Å:
1 C 2.652 0.803 2.647
2 H 5.279 3.887 0.071
3 H 4.211 -6.334 2.117
4 C -0.634 -3.676 -1.259
5 C -2.058 3.483 -1.184
6 P -0.035 -3.059 0.309
7 C -1.906 0.665 2.796
8 C -1.547 -4.527 -3.737
9 C 4.495 4.322 -2.363
10 N 1.819 0.696 -0.996
11 C -4.654 -1.325 -2.945
12 H -0.286 5.253 1.220
13 H 6.799 3.093 -0.409
14 H 0.357 -2.109 -2.349
15 S -0.858 0.431 -3.392
16 C -0.738 -3.406 -3.649
17 H -3.710 -1.096 -5.187
18 O 5.803 3.991 -1.926
19 H 4.604 4.888 -3.286
20 H -2.531 -6.107 -2.662
21 H 4.917 1.474 0.108
22 H -4.100 2.073 2.486
23 H 1.309 3.791 -0.485
24 H 4.000 4.951 -1.613
25 H -2.984 -3.379 0.145
26 H -3.551 3.373 1.432
27 H 4.321 1.876 3.476
28 C 1.428 0.901 1.999
29 H -2.027 5.014 1.075
30 C -1.439 -4.813 -1.354
31 C -3.309 -0.701 -2.604
32 H 0.450 2.879 -1.742
33 C 5.767 3.278 -0.701
34 H 3.369 4.096 2.923
35 C 2.827 3.193 2.671
36 H -1.135 5.801 -0.218
37 H -4.037 -3.195 4.282
38 C 3.361 1.949 2.978
39 H -2.011 4.272 -1.941
40 C 5.026 1.969 -0.857
41 H 0.078 -3.008 3.135
42 C -3.649 -3.328 2.180
43 C 1.063 -5.450 1.254
44 H -1.977 -1.086 -5.534
45 H 0.332 4.638 -1.699
46 H 2.638 3.340 -2.839
47 H -3.598 1.705 0.831
48 C -2.683 -3.332 1.183
49 H -4.540 -2.259 -3.502
50 H 0.060 -5.860 1.214
51 C -1.633 3.082 3.352
52 H -0.931 0.442 3.237
53 Cd -0.626 0.003 -0.990
54 H 1.925 -7.265 1.998
55 C 2.585 -3.608 0.933
56 H 4.085 2.508 -3.450
57 H -5.272 -0.655 -3.547
58 C -2.455 -0.336 -3.578
59 C -3.278 -3.212 3.511
60 C -1.086 5.000 0.527
61 H -2.117 -0.080 2.024
62 O 0.494 -1.644 0.215
63 H 4.636 -4.001 1.426
64 C 0.869 2.144 1.693
65 C -2.786 -0.544 -5.038
66 C -1.338 -3.234 1.523
67 C -1.935 -3.098 3.858
68 H 0.920 -0.007 1.700
69 N 3.693 2.268 -1.386
70 H -5.204 -1.550 -2.033
71 C 2.109 -6.241 1.698
72 C -1.893 -5.236 -2.591
73 C -1.966 2.096 2.234
74 C 3.671 3.078 -2.611
75 P -0.753 2.108 0.818
76 C 3.395 -5.716 1.762
77 H 3.057 -0.176 2.878
78 H -0.478 -2.842 -4.535
79 C 0.391 3.742 -1.074
80 H -1.724 -5.361 -0.464
81 H -1.611 4.116 3.013
82 H 1.192 4.267 1.840
83 H -0.670 2.854 3.811
84 C 1.590 3.286 2.047
85 H 5.568 1.308 -1.542
86 H 2.749 -2.580 0.633
87 C -0.968 -3.107 2.868
88 C 2.719 1.385 -1.205
89 H -2.660 0.560 3.582
90 H -1.646 -3.006 4.897
91 H -2.401 3.003 4.128
92 C 3.633 -4.405 1.379
93 S -3.045 -0.529 -0.853
94 C 1.297 -4.131 0.872
95 H -1.916 -4.852 -4.702
96 C -0.878 3.675 -0.210
97 H -2.022 2.526 -1.707
98 H -4.695 -3.388 1.910
99 C -3.384 2.330 1.700
100 H -3.021 3.557 -0.684
101 C -0.272 -2.985 -2.412
102 H -2.879 0.417 -5.552

Atomic partial charges in e from the Mulliken method, atoms 1 to 5: -0.785, 0.325, 0.378, 0.667, -1.736

=====

no.,gap between HOMO and LUMO (eV),LUMO level (eV)
1,9.61,-4.0
2,7.03,1.8
3,11.68,0.6
4,6.31,0.5